No. 1
Entry from OMol25: C4H5N3O in the gas phase (the ωB97M-V functional and the def2-TZVPD basis).

Last column: Löwdin charge in e.
CARTESIAN COORDINATES (ANGSTROEM)
C1 1.086 -0.138 0.342  -0.231
C2 1.081 0.618 -0.950  -0.171
C3 -0.177 0.437 0.788  -0.284
C4 -1.174 -0.660 0.521  -0.201
H1 1.793 -2.105 0.403  0.197
H2 1.866 -0.005 1.036  0.131
H3 1.979 0.264 -1.635  0.154
H4 -1.473 1.765 -0.441  0.182
H5 -0.524 0.877 1.855  0.203
N1 0.308 1.552 -1.175  0.070
N2 -0.474 1.543 -0.088  -0.077
N3 -1.947 -1.507 0.342  0.171
O1 0.781 -1.681 0.129  -0.143

Summary:
Energy above the lowest of the compared OMol25 structures with the same formula, charge and spin ... 518.4 kJ/mol
SMILES ... N#C[C@@H]1NN=C[C@@H]1O
Net charge ... 0


No. 2
Entry from OMol25: C4H5N3O in the gas phase (the ωB97M-V functional and the def2-TZVPD basis).

Last column: Löwdin charge in e.
CARTESIAN COORDINATES (ANGSTROEM)
C1 0.514 -0.274 0.628  -0.362
C2 1.573 0.479 1.016  -0.090
C3 0.740 1.523 -0.652  -0.141
C4 -1.997 -0.720 -0.879  -0.019
H1 0.580 -1.891 1.701  0.160
H2 2.145 0.396 1.987  0.119
H3 0.567 2.107 -1.567  0.124
H4 -1.818 -1.510 -0.197  0.061
H5 -2.879 -0.693 -1.521  0.079
N1 1.758 1.574 0.112  0.057
N2 -0.094 0.361 -0.384  -0.063
N3 -1.222 0.217 -1.096  0.031
O1 0.134 -1.568 0.851  0.044

Summary:
Energy above the lowest of the compared OMol25 structures with the same formula, charge and spin ... 319.0 kJ/mol
SMILES ... C=Nn1cncc1O
Net charge ... 0


No. 3
Entry from OMol25: C4H5N3O in the gas phase (the ωB97M-V functional and the def2-TZVPD basis).

Last column: Löwdin charge in e.
CARTESIAN COORDINATES (ANGSTROEM)
C1 -1.675 -0.253 0.070  -0.081
C2 -0.786 1.212 -0.063  -0.044
C3 0.720 0.708 -0.140  -0.187
C4 0.514 -0.742 -0.082  -0.284
H1 -2.368 -0.546 -0.814  0.141
H2 -2.091 -0.464 1.079  0.114
H3 -0.885 1.860 0.733  0.042
H4 -1.393 1.826 -0.896  0.133
H5 2.237 -1.984 0.364  0.186
N1 2.024 1.003 0.007  0.018
N2 2.671 -0.107 -0.044  -0.039
N3 1.755 -1.162 -0.089  0.055
O1 -0.723 -1.350 -0.124  -0.052

Summary:
Energy above the lowest of the compared OMol25 structures with the same formula, charge and spin ... 449.1 kJ/mol
SMILES ... C1Cc2nn[nH]c2O1
Net charge ... 0


No. 4
Entry from OMol25: C4H5N3O in the gas phase (the ωB97M-V functional and the def2-TZVPD basis).

Last column: Löwdin charge in e.
CARTESIAN COORDINATES (ANGSTROEM)
C1 -1.298 -0.328 0.348  -0.434
C2 0.968 0.169 -0.607  -0.433
C3 1.472 0.729 0.528  -0.124
C4 2.260 1.049 1.332  0.159
H1 -2.756 -1.618 -0.002  0.135
H2 -3.388 0.161 0.611  0.212
H3 -0.259 -1.290 -1.353  0.112
H4 2.405 0.551 -1.959  0.106
H5 2.703 1.237 2.292  0.052
N1 -2.621 -0.549 0.092  0.094
N2 -0.141 -0.710 -0.544  0.084
N3 1.512 -0.087 -1.783  0.103
O1 -0.856 0.688 1.045  -0.063

Summary:
Energy above the lowest of the compared OMol25 structures with the same formula, charge and spin ... 489.5 kJ/mol
SMILES ... [H]/N=C(\C#C)NC(N)=O
Net charge ... 0


No. 5
Entry from OMol25: 2 unconnected molecules or ions with the total composition C4H5N3O2 (the ωB97M-V functional and the def2-TZVPD basis).

Last column: Löwdin charge in e.
CARTESIAN COORDINATES (ANGSTROEM)
C1 0.435 -0.694 -0.078  -0.191
C2 -0.023 0.148 -1.005  -0.298
C3 -0.994 0.936 -0.259  -0.371
C4 0.206 -0.220 1.441  -0.316
H1 1.846 -1.522 -1.048  0.026
H2 2.022 -1.639 0.674  0.124
H3 -0.274 -1.102 -2.574  0.219
H4 -0.539 0.629 -2.627  0.049
H5 -1.019 1.385 2.063  0.290
N1 1.440 -1.697 -0.217  0.138
N2 0.203 0.012 -2.388  0.094
N3 -1.131 0.220 1.213  0.111
O1 -1.672 1.781 -0.694  0.157
O2 1.252 -0.346 2.278  -0.031

Summary:
Energy above the lowest of the compared OMol25 structures with the same formula, charge and spin ... 623.0 kJ/mol
Net charge ... 0


No. 6
Entry from OMol25: C4H5N3O2 in the gas phase (the ωB97M-V functional and the def2-TZVPD basis).

Last column: Löwdin charge in e.
CARTESIAN COORDINATES (ANGSTROEM)
C1 -1.529 0.882 -1.704  -0.164
C2 -2.256 1.723 -1.025  -0.167
C3 0.690 -0.264 0.544  -0.302
C4 1.713 -1.038 1.242  -0.034
N1 -0.365 0.131 -1.674  0.020
N2 0.350 -0.471 -0.765  0.035
N3 -0.291 0.336 1.287  -0.066
O1 -2.859 2.551 -0.464  0.194
O2 -0.195 0.445 2.507  -0.054
H1 -2.075 0.666 -2.752  0.165
H2 2.564 -1.013 0.637  0.060
H3 1.842 -0.716 2.229  0.060
H4 1.569 -2.123 1.300  0.097
H5 0.843 -1.111 -1.360  0.158

Summary:
Energy above the lowest of the compared OMol25 structures with the same formula, charge and spin ... 803.8 kJ/mol
Net charge ... 0


No. 7
Entry from OMol25: C4H5N3O2S in the gas phase (the ωB97M-V functional and the def2-TZVPD basis).

Last column: Löwdin charge in e.
CARTESIAN COORDINATES (ANGSTROEM)
C1 2.050 1.429 0.151  -0.246
C2 -0.374 0.938 -0.217  -0.445
C3 -1.398 -0.237 -0.144  -0.173
C4 0.955 0.524 0.037  -0.339
N1 2.801 2.273 0.132  0.156
N2 -0.701 2.127 -0.482  0.134
N3 -0.805 -1.362 0.495  -0.035
O1 1.696 -1.826 0.946  -0.253
O2 0.960 -1.695 -1.362  -0.236
S1 1.028 -1.146 -0.076  0.705
H1 -2.382 0.066 0.415  0.164
H2 -1.764 -0.498 -1.187  0.153
H3 -0.600 -1.306 1.528  0.173
H4 -0.021 2.884 -0.507  0.058
H5 -1.445 -2.170 0.270  0.185

Summary:
Energy above the lowest of the compared OMol25 structures with the same formula, charge and spin ... 306.0 kJ/mol
SMILES ... [H]/N=C1/C[NH2+][S@@](=O)([O-])=C1C#N
Net charge ... 0


No. 8
Entry from OMol25: 2 unconnected molecules or ions with the total composition C4H5N3O2S (the ωB97M-V functional and the def2-TZVPD basis).

Last column: Löwdin charge in e.
CARTESIAN COORDINATES (ANGSTROEM)
C1 -1.767 0.900 0.183  -0.334
C2 -0.411 0.891 -0.130  -0.448
C3 1.736 -0.326 -0.875  -0.071
C4 0.227 -0.143 -0.838  -0.042
N1 0.223 1.779 0.603  -0.053
N2 -0.432 2.548 1.321  -0.326
N3 -0.303 -1.783 0.645  -0.316
O1 -1.333 -1.576 1.123  0.065
O2 0.631 -2.472 0.885  0.046
S1 -2.038 2.165 1.318  0.997
H1 -2.632 0.149 0.033  0.114
H2 1.953 -1.349 -0.293  0.109
H3 2.352 0.385 -0.423  0.037
H4 2.127 -0.509 -1.978  0.117
H5 -0.332 -0.660 -1.574  0.105

Summary:
Energy above the lowest of the compared OMol25 structures with the same formula, charge and spin ... 554.2 kJ/mol
Net charge ... 0


No. 9
Entry from OMol25: C4H5N3S in the gas phase (the ωB97M-V functional and the def2-TZVPD basis).

Last column: Löwdin charge in e.
CARTESIAN COORDINATES (ANGSTROEM)
C1 0.502 -0.496 -0.071  -0.615
C2 -3.243 -0.174 0.128  -0.153
C3 0.643 1.008 -0.192  -0.165
C4 0.920 2.136 -0.430  0.096
H1 3.428 -1.575 0.652  0.073
H2 2.792 0.002 0.281  0.114
H3 -3.799 -0.500 -0.857  0.097
H4 -3.843 0.270 0.922  0.046
H5 1.275 3.161 -0.276  0.053
N1 2.811 -1.065 0.055  0.000
N2 1.492 -1.441 -0.056  -0.072
N3 -1.947 -0.237 0.505  -0.349
S1 -1.030 -1.089 -0.660  0.876

Summary:
Energy above the lowest of the compared OMol25 structures with the same formula, charge and spin ... 555.3 kJ/mol
SMILES ... C#C/C(=N\N)SN=C
Net charge ... 0


No. 10
Entry from OMol25: C4H5N3S2 in the gas phase (the ωB97M-V functional and the def2-TZVPD basis).

Last column: Löwdin charge in e.
CARTESIAN COORDINATES (ANGSTROEM)
C1 -1.138 0.538 0.214  -0.035
C2 -1.030 -0.541 -0.617  -0.070
C3 0.192 0.756 0.692  -0.523
C4 0.867 -1.993 -1.364  -0.018
N1 1.015 -0.164 0.157  0.132
N2 0.273 -0.922 -0.617  -0.224
N3 0.722 1.654 1.514  -0.277
S1 0.062 4.528 3.328  0.132
S2 -0.251 2.900 2.076  0.411
H1 -2.018 1.084 0.482  0.084
H2 -1.767 -1.049 -1.207  0.117
H3 1.392 -2.670 -0.686  0.093
H4 0.090 -2.531 -1.898  0.087
H5 1.591 -1.590 -2.075  0.092

Summary:
Net charge ... 0
Spin multiplicity ... 3
Energy ... -30365.7957 eV


Number 1: molar mass 111.1 u. Number 2: molar mass 111.1 u. Number 3: molar mass 111.1 u. Number 4: molar mass 111.1 u. Number 5: molar mass 127.1 u. Number 6: molar mass 127.1 u. Number 7: molar mass 159.2 u. Number 8: molar mass 159.2 u. Number 9: molar mass 127.2 u. Number 10: molar mass 159.2 u.